{
  "formula": "C4H6N2O",
  "method": "wB97M-V/def2-TZVPD",
  "orbital_gap_ev": 8.40,
  "smiles": "Nc1c[nH]c(O)c1",
  "e_homo_ev": -7.55,
  "multiplicity": 1,
  "elements": ["N", "C", "C", "N", "C", "O", "C", "H", "H", "H", "H", "H", "H"],
  "xyz": [[-2.144, 0.747, -0.386], [-0.857, 0.182, -0.167], [-0.484, -1.136, -0.219], [0.882, -1.192, 0.016], [1.348, 0.065, 0.227], [2.674, 0.208, 0.480], [0.312, 0.958, 0.122], [-2.717, 0.137, -0.959], [-2.634, 0.895, 0.490], [-1.060, -2.035, -0.389], [1.461, -2.015, 0.014], [2.857, 1.151, 0.567], [0.363, 2.036, 0.204]],
  "nbo_charge": [-0.829, 0.099, -0.152, -0.534, 0.446, -0.669, -0.427, 0.364, 0.364, 0.208, 0.416, 0.490, 0.223]
}



{
  "formula": "C12H32O12S4",
  "method": "wB97M-V/def2-TZVPD",
  "orbital_gap_ev": 11.19,
  "smiles": "CCOS(C)(=O)=O.CCOS(C)(=O)=O.CCOS(C)(=O)=O.CCOS(C)(=O)=O",
  "e_homo_ev": -10.79,
  "multiplicity": 1,
  "elements": ["C", "C", "O", "S", "C", "O", "O", "H", "H", "H", "H", "H", "H", "H", "H", "C", "C", "O", "S", "C", "O", "O", "H", "H", "H", "H", "H", "H", "H", "H", "C", "C", "O", "S", "C", "O", "O", "H", "H", "H", "H", "H", "H", "H", "H", "C", "C", "O", "S", "C", "O", "O", "H", "H", "H", "H", "H", "H", "H", "H"],
  "xyz": [[-0.586, -0.246, -6.216], [-0.326, -1.444, -5.353], [-0.349, -1.069, -3.956], [-1.675, -1.328, -3.139], [-1.656, -3.061, -2.962], [-1.421, -0.777, -1.861], [-2.777, -0.898, -3.932], [-1.658, -0.135, -6.368], [-0.103, -0.341, -7.189], [-0.134, 0.630, -5.754], [-1.074, -2.219, -5.518], [0.665, -1.863, -5.528], [-2.597, -3.340, -2.487], [-0.838, -3.301, -2.287], [-1.562, -3.641, -3.876], [-1.417, 3.697, 2.688], [-0.976, 3.741, 4.143], [0.000, 2.684, 4.432], [1.497, 3.119, 4.328], [2.266, 1.535, 4.360], [1.719, 3.756, 3.063], [1.880, 3.811, 5.513], [-1.097, 2.791, 2.176], [-1.018, 4.549, 2.142], [-2.507, 3.734, 2.661], [-0.487, 4.688, 4.369], [-1.781, 3.585, 4.850], [2.046, 1.087, 5.323], [3.285, 1.694, 4.025], [1.773, 0.913, 3.606], [1.452, -3.601, 3.466], [0.823, -4.247, 2.249], [-0.612, -4.188, 2.352], [-1.446, -3.842, 1.032], [-1.322, -2.087, 1.039], [-0.737, -4.366, -0.086], [-2.780, -4.215, 1.311], [1.035, -3.970, 4.400], [1.396, -2.516, 3.414], [2.503, -3.905, 3.431], [1.160, -3.713, 1.360], [1.130, -5.287, 2.153], [-1.897, -1.711, 0.196], [-0.291, -1.748, 0.984], [-1.771, -1.727, 1.962], [-0.470, 2.483, -3.316], [0.503, 1.752, -2.432], [0.081, 1.864, -1.056], [0.944, 1.077, 0.011], [2.218, 2.255, 0.302], [0.118, 0.957, 1.167], [1.503, -0.101, -0.560], [-0.769, 3.429, -2.863], [-1.379, 1.892, -3.441], [-0.002, 2.688, -4.276], [0.635, 0.714, -2.719], [1.507, 2.191, -2.540], [2.634, 2.070, 1.291], [1.749, 3.235, 0.369], [2.994, 2.268, -0.455]],
  "nbo_charge": [-0.640, -0.073, -0.732, 2.423, -0.930, -0.943, -0.942, 0.231, 0.218, 0.220, 0.188, 0.196, 0.262, 0.281, 0.245, -0.657, -0.074, -0.723, 2.402, -0.896, -0.968, -0.942, 0.257, 0.218, 0.213, 0.197, 0.201, 0.259, 0.254, 0.255, -0.625, -0.073, -0.726, 2.410, -0.912, -0.965, -0.922, 0.220, 0.209, 0.215, 0.195, 0.190, 0.272, 0.258, 0.251, -0.632, -0.082, -0.713, 2.414, -0.913, -0.949, -0.946, 0.222, 0.225, 0.215, 0.224, 0.164, 0.258, 0.266, 0.248]
}



{
  "formula": "C7H17Br3O6S2",
  "method": "wB97M-V/def2-TZVPD",
  "orbital_gap_ev": 9.73,
  "e_homo_ev": -10.24,
  "multiplicity": 1,
  "elements": ["O", "S", "O", "O", "C", "C", "C", "H", "H", "H", "H", "H", "H", "H", "H", "O", "S", "O", "O", "C", "C", "C", "H", "H", "H", "H", "H", "H", "H", "H", "C", "Br", "Br", "Br", "H"],
  "xyz": [[0.910, 2.225, 3.398], [0.500, 2.776, 4.699], [0.359, 1.882, 5.850], [1.631, 4.049, 5.046], [2.888, 3.668, 5.631], [3.942, 3.683, 4.468], [-1.082, 3.705, 4.504], [3.066, 2.660, 6.006], [3.136, 4.385, 6.414], [4.903, 3.731, 4.979], [4.004, 4.507, 3.757], [3.747, 2.793, 3.871], [-1.844, 2.941, 4.343], [-0.881, 4.288, 3.606], [-1.177, 4.326, 5.395], [-0.185, -2.670, -7.357], [0.461, -1.961, -6.244], [0.785, -0.537, -6.250], [-0.391, -2.268, -4.893], [-0.793, -3.529, -4.533], [-0.347, -4.030, -3.142], [2.003, -2.928, -5.748], [-0.451, -4.329, -5.189], [-1.881, -3.530, -4.610], [-0.606, -3.390, -2.299], [0.735, -4.161, -3.126], [-0.708, -5.042, -2.955], [1.788, -3.991, -5.639], [2.404, -2.506, -4.826], [2.681, -2.953, -6.601], [-5.781, -0.680, 0.157], [-5.242, -1.561, 1.894], [-6.983, 0.770, 0.888], [-6.611, -2.013, -1.015], [-4.978, -0.309, -0.480]],
  "nbo_charge": [-0.910, 2.251, -0.908, -0.702, -0.082, -0.631, -0.814, 0.205, 0.189, 0.205, 0.215, 0.219, 0.260, 0.249, 0.253, -0.908, 2.309, -0.878, -0.709, -0.076, -0.629, -0.855, 0.185, 0.190, 0.218, 0.202, 0.222, 0.235, 0.246, 0.247, -0.431, 0.057, 0.061, 0.087, 0.226]
}



{
  "formula": "C19H24AsInN4O4S2",
  "method": "wB97M-V/def2-TZVPD",
  "orbital_gap_ev": 8.00,
  "e_homo_ev": -8.03,
  "multiplicity": 1,
  "elements": ["In", "O", "C", "O", "C", "C", "C", "C", "C", "N", "C", "O", "O", "H", "H", "H", "S", "C", "C", "N", "C", "H", "H", "H", "S", "C", "C", "C", "C", "C", "C", "H", "H", "H", "H", "H", "C", "As", "C", "C", "H", "H", "H", "H", "H", "H", "H", "H", "H", "N", "N", "H", "H", "H", "H"],
  "xyz": [[0.226, 0.870, 0.777], [-1.636, 2.263, -2.853], [-1.305, 1.789, -1.782], [-0.187, 1.957, -1.170], [-2.297, 0.912, -1.028], [-3.574, 0.626, -1.474], [-4.411, -0.103, -0.638], [-3.977, -0.480, 0.625], [-2.689, -0.142, 1.004], [-1.883, 0.496, 0.163], [-2.121, -0.348, 2.407], [-2.776, -0.990, 3.209], [-0.997, 0.238, 2.592], [-3.881, 0.988, -2.444], [-5.414, -0.351, -0.961], [-4.604, -1.006, 1.329], [-0.746, 4.594, 3.595], [-0.714, 5.143, 1.975], [-0.462, 4.108, 1.140], [-0.304, 2.899, 1.773], [-0.437, 3.010, 3.068], [-0.887, 6.175, 1.727], [-0.404, 4.143, 0.063], [-0.389, 2.160, 3.731], [2.058, -0.450, 1.709], [1.423, -2.117, 1.701], [0.401, -2.525, 2.555], [-0.061, -3.832, 2.508], [0.499, -4.747, 1.627], [1.531, -4.348, 0.790], [1.987, -3.038, 0.822], [-0.038, -1.816, 3.241], [-0.866, -4.128, 3.167], [0.136, -5.766, 1.596], [1.982, -5.056, 0.106], [2.789, -2.721, 0.169], [2.204, 0.513, -3.228], [1.180, -0.692, -2.074], [2.189, -2.327, -2.454], [-0.313, -1.004, -3.302], [2.311, 0.072, -4.219], [3.197, 0.682, -2.810], [1.677, 1.464, -3.311], [2.272, -2.470, -3.532], [1.684, -3.182, -2.009], [3.187, -2.249, -2.024], [0.038, -1.518, -4.197], [-0.758, -0.051, -3.585], [-1.074, -1.615, -2.815], [3.320, 2.424, 0.850], [2.098, 2.261, 0.081], [3.031, 2.804, 1.748], [3.629, 1.478, 1.063], [2.360, 1.814, -0.795], [1.798, 3.189, -0.204]],
  "nbo_charge": [1.596, -0.635, 0.753, -0.823, 0.109, -0.205, -0.147, -0.202, 0.126, -0.533, 0.750, -0.635, -0.808, 0.252, 0.225, 0.253, 0.496, -0.442, -0.050, -0.527, -0.118, 0.257, 0.249, 0.277, -0.343, -0.156, -0.254, -0.139, -0.242, -0.217, -0.236, 0.248, 0.210, 0.211, 0.211, 0.216, -0.963, 0.937, -0.952, -0.960, 0.223, 0.221, 0.245, 0.216, 0.235, 0.226, 0.219, 0.246, 0.227, -0.659, -0.678, 0.345, 0.369, 0.390, 0.383]
}



For reference, ΔE to the lowest compared entry with this formula, charge and spin by record: 0.969; 0.000; 1.689; 0.000 eV.